Record 1
DFT (the ωB97M-V functional and the def2-TZVPD basis) results for a single C20H26N8 molecule in a non-equilibrium geometry.

```
54
Properties=species:S:1:pos:R:3:forces:R:3
N -0.820 -0.781 1.984 -0.2 0.0 0.8
N 1.147 1.713 -0.895 -0.2 -0.2 -0.2
N -1.088 -1.703 1.165 -0.6 -1.0 -0.2
N -1.453 2.047 -0.438 0.3 0.1 -0.2
N 4.251 -1.169 1.304 0.2 -0.4 0.3
N -2.946 0.338 -0.720 0.1 0.3 0.0
N -0.387 -1.492 0.046 0.5 1.2 0.6
N 0.056 0.069 1.470 0.7 0.4 -0.3
C -2.825 1.336 1.448 -0.1 0.1 0.0
C -0.640 3.005 0.262 0.1 0.0 0.1
C 0.377 2.086 -2.057 -0.1 0.1 0.0
C -4.357 -0.456 1.034 0.0 0.0 0.0
C -3.886 -0.474 -0.261 -0.2 -0.1 0.2
C -3.799 0.478 1.901 0.0 0.0 -0.2
C -0.922 -1.747 -2.332 0.0 0.0 0.2
C -2.408 1.244 0.107 -0.5 -0.2 0.1
C 0.845 2.563 0.242 0.2 0.3 0.1
C 0.910 -3.110 -1.237 -0.2 0.1 0.1
C 2.732 0.103 -0.034 0.2 0.0 0.0
C -0.460 -2.447 -1.054 0.0 -0.6 -0.6
C 5.021 0.775 0.169 -0.1 -0.1 0.0
C 5.216 -0.321 0.996 0.2 0.2 -0.1
C 0.332 -0.355 0.256 -0.5 -0.6 0.0
C -1.148 1.968 -1.849 0.0 -0.1 -0.2
C -1.491 -3.508 -0.665 0.1 0.1 0.0
C 1.344 0.299 -0.634 0.3 0.1 -0.2
C 3.758 0.984 -0.356 0.0 -0.1 0.0
C 3.046 -0.960 0.807 -0.2 0.1 -0.2
H 0.847 -3.848 -2.033 0.0 -0.1 -0.1
H -1.158 -2.493 -3.086 0.0 -0.1 -0.1
H -2.461 -3.045 -0.503 -0.1 0.0 0.0
H -1.817 -1.162 -2.124 0.0 0.0 0.0
H 6.182 -0.534 1.432 0.1 0.1 0.0
H -5.120 -1.143 1.359 -0.1 -0.1 0.0
H -4.272 -1.176 -0.992 -0.1 -0.1 0.0
H -4.122 0.529 2.930 0.0 0.0 0.1
H 3.553 1.820 -1.007 0.0 0.1 0.0
H 1.340 -0.200 -1.610 -0.1 0.1 0.1
H -0.157 -1.091 -2.738 0.1 0.1 -0.1
H 1.681 -2.390 -1.498 0.1 0.1 0.0
H 1.210 -3.618 -0.323 0.0 0.0 0.1
H 5.834 1.445 -0.061 0.1 0.0 0.0
H -2.384 2.046 2.126 0.0 0.0 0.1
H 1.083 2.017 1.154 0.0 0.2 -0.1
H -1.534 1.020 -2.218 0.1 0.2 0.0
H 0.691 1.482 -2.911 0.0 0.1 0.0
H 0.640 3.127 -2.274 0.0 0.0 -0.1
H -0.747 3.975 -0.243 0.0 0.0 0.1
H -1.574 -4.244 -1.461 0.1 0.0 -0.1
H -1.199 -4.010 0.253 0.0 -0.1 0.0
H -0.969 3.120 1.291 0.0 0.1 0.0
H 1.483 3.454 0.186 -0.1 0.0 0.1
H -1.660 2.779 -2.387 0.0 -0.1 -0.1
H 2.302 -1.686 1.106 -0.2 0.0 0.0
```
Forces are in eV/Å.

Calculated values
Total charge: 0
LUMO level (eV): 0.6
Highest occupied orbital energy (eV): -7.691
Orbital gap (hartree): 0.3063
M (g mol⁻¹): 378.48
Structure (SMILES): CC(C)(C)n1nnnc1[C@H](c1cccnc1)N1CCN(c2ccccn2)CC1

Löwdin population analysis, charges in e, atoms 1 to 5: 0.00 -0.14 0.07 -0.08 0.07

=====

Record 2
DFT (the ωB97M-V functional and the def2-TZVPD basis) results for a molecular structure, C20H27Br2F12N2O20S4Zr in a non-equilibrium geometry.

```
88
Properties=species:S:1:pos:R:3:forces:R:3
Zr -2.507 -0.258 -3.789 0.1 -0.7 0.4
Br 3.021 -6.088 0.005 -1.1 0.3 1.0
Br -0.050 -7.647 3.188 -0.1 0.2 -0.2
S -5.307 2.318 -0.393 -3.2 -3.3 1.9
S -0.308 -4.350 -5.876 -0.1 -2.8 3.2
S 1.225 -2.261 -6.342 2.1 2.8 1.0
S -4.458 4.182 -1.832 1.0 2.1 -2.9
F -1.558 -5.723 -7.968 0.2 1.4 1.6
F -6.850 3.612 -3.278 0.2 -0.4 0.3
F -5.268 4.446 -4.429 0.3 0.6 -0.2
F -2.936 -4.928 -6.449 1.5 0.3 -0.4
F -3.925 1.809 1.855 0.0 -1.2 0.4
F -4.853 3.741 1.908 -0.4 -0.4 -0.4
F -6.467 5.699 -2.999 1.4 -1.1 -0.7
F 0.836 -3.710 -8.621 -0.8 -1.0 0.1
F -3.078 3.425 0.835 2.6 1.0 -1.5
F 0.525 -1.638 -8.871 0.2 0.6 0.3
F -1.950 -3.571 -7.850 0.1 -0.7 0.5
F 2.541 -2.494 -8.634 -0.1 0.8 0.3
O 7.573 1.747 2.621 1.4 2.3 -2.1
O 1.380 -0.814 -6.138 -0.2 -1.0 -0.7
O -3.232 4.537 -2.503 -0.2 -0.6 -0.1
O 0.469 0.589 -1.397 0.0 0.8 -1.0
O 2.238 -3.087 -5.719 -0.6 0.8 -0.9
O 7.824 4.006 2.850 -2.0 -2.9 0.9
O 0.875 -5.098 -6.371 -3.2 2.1 0.6
O -5.460 0.861 -0.184 0.6 1.3 0.0
O -4.669 -2.760 -2.983 0.6 0.8 -0.3
O -1.165 -2.264 6.228 -3.1 -1.9 -1.4
O -2.158 -3.062 4.321 1.0 0.5 1.3
O 2.310 8.344 1.621 -0.3 0.6 1.5
O 4.351 9.185 2.260 -2.2 -1.9 -1.9
O -0.426 -0.989 -0.610 -2.0 -1.2 -0.5
O 4.066 7.912 0.374 0.7 0.7 0.7
O 6.661 2.697 4.370 0.1 0.6 0.0
O -6.600 3.048 -0.267 3.2 -1.1 -0.8
O -4.822 5.080 -0.748 0.1 -2.1 -0.6
O -0.819 -4.792 -4.524 0.8 1.7 -3.4
O -3.237 -3.282 6.237 -0.4 0.1 1.3
N -4.414 2.359 -1.766 -1.3 3.8 1.7
N -0.251 -2.528 -5.812 -0.6 -3.7 -0.5
C 1.497 -6.030 1.344 0.1 -0.2 0.2
C -2.118 -2.836 5.687 2.9 1.8 0.2
C 1.232 -7.482 1.761 0.9 0.2 -0.8
C 1.760 -0.512 0.372 0.1 0.8 -0.6
C -4.173 2.878 1.159 -2.7 0.4 0.5
C 6.680 1.288 4.657 -1.8 -0.5 -0.6
C 7.015 0.723 3.300 -0.7 -2.2 0.6
C 2.966 7.488 -0.377 -0.3 -1.7 -0.9
C 5.243 0.817 5.035 1.2 0.4 1.2
C 7.341 2.941 3.218 2.0 1.8 0.1
C 3.226 6.074 -0.934 -0.2 0.2 -1.2
C -5.577 -3.845 5.482 1.0 0.0 0.6
C -3.426 -3.516 4.012 -1.5 -1.6 -1.1
C -4.036 -4.047 5.308 -0.7 0.7 -0.2
C -5.883 4.512 -3.279 -0.9 0.2 1.8
C 1.821 7.523 0.602 -0.4 -0.3 -0.6
C 0.600 -0.323 -0.555 1.8 -0.4 2.2
C -1.772 -4.690 -7.113 -1.0 -0.2 -1.1
C 3.632 8.535 1.510 2.3 1.5 1.0
C 1.270 -2.536 -8.255 0.8 -0.3 0.2
H 4.484 1.190 4.348 0.2 0.1 0.0
H 1.730 -5.412 2.212 0.8 -0.2 -0.1
H 0.660 -5.487 0.905 0.0 -0.6 -0.5
H 7.680 -0.141 3.307 0.2 0.1 0.2
H -5.827 -4.022 6.528 0.1 0.1 0.1
H 2.714 8.205 -1.159 0.6 0.0 -0.3
H -5.610 -2.753 -3.159 -0.4 0.1 -0.1
H 0.966 -8.084 0.893 -0.5 0.1 0.2
H 2.052 0.521 0.562 0.6 0.1 -0.1
H 7.455 1.068 5.391 -0.2 0.1 0.2
H 1.569 6.515 0.932 -0.1 0.1 0.5
H -4.016 -2.729 3.542 -0.1 0.1 0.2
H 1.689 -0.961 1.363 -1.0 -0.3 -0.3
H 2.160 -7.932 2.113 -0.1 0.2 0.2
H 5.185 -0.268 5.119 0.2 -0.1 -0.3
H 3.653 5.345 -0.245 -0.1 0.4 0.3
H 5.051 1.171 6.048 -0.4 0.2 -0.1
H 3.832 6.067 -1.840 0.6 0.4 0.3
H 6.114 0.380 2.791 -0.3 0.1 -0.1
H -3.358 -4.362 3.329 0.1 0.2 -0.3
H -4.518 -3.582 -2.516 0.3 -0.3 0.2
H -3.794 -5.092 5.497 0.1 0.0 -0.2
H 2.529 -1.064 -0.168 0.2 0.2 -0.1
H -6.173 -4.581 4.943 0.4 0.0 -0.3
H 2.324 5.641 -1.368 -0.6 0.1 0.5
H 0.951 7.996 0.146 -0.1 -0.1 0.2
H -5.926 -2.843 5.231 0.2 0.0 -0.1
```
Forces are in eV/Å.

Calculated values
Total charge: +1
LUMO level (eV): -10.7
Highest occupied orbital energy (eV): -12.073
Orbital gap (hartree): 0.0497
M (g mol⁻¹): 1222.71
ΔE to the lowest compared entry with this formula, charge and spin (kJ/mol): 1992.3

Löwdin population analysis, charges in e, atoms 1 to 5: 1.74 0.59 0.65 0.60 0.77

=====

Record 3
DFT (the ωB97M-V functional and the def2-TZVPD basis) results for a molecular structure, C20H27CeN6O2P in a non-equilibrium geometry.

```
57
Properties=species:S:1:pos:R:3:forces:R:3
Ce -0.551 1.259 -0.246 2.4 -13.6 3.9
P 2.067 -1.667 0.517 0.8 0.1 0.3
O -0.864 -1.586 2.503 2.0 3.9 -4.2
O -1.087 -2.482 -1.313 1.7 2.5 1.0
N 3.496 -3.847 -0.524 -0.1 2.4 2.0
N 1.892 0.005 -2.177 -0.7 0.4 -1.0
N 3.742 -3.411 1.893 -1.3 1.5 -2.1
N -2.945 0.080 0.130 -0.5 0.1 -0.2
N 1.806 1.155 1.960 -0.5 1.0 0.9
N 4.834 -1.931 0.241 -2.9 -0.6 0.3
C -0.527 -0.812 1.686 -2.3 -4.0 4.9
C -4.030 -0.324 0.189 1.3 0.2 0.0
C -0.566 -1.520 -0.974 -2.1 -2.9 -1.5
C 2.464 -0.200 -4.699 0.0 0.1 -0.4
C 2.506 -2.625 2.066 0.2 -1.2 0.9
C 4.917 -2.566 1.581 0.2 0.0 0.0
C -1.917 2.650 -1.364 0.0 0.7 -2.5
C 2.045 -0.004 -3.329 0.5 -0.5 1.4
C 0.515 3.312 -0.085 0.2 1.9 1.7
C 2.033 1.674 2.979 0.3 -1.4 -1.4
C 3.608 -4.437 0.834 0.2 -1.9 0.2
C 4.671 -2.981 -0.793 1.2 -0.5 -1.4
C -0.689 3.364 0.642 -0.4 3.7 -0.4
C 2.537 2.100 4.262 0.0 0.4 0.4
C 3.765 -0.930 0.195 1.3 0.4 -0.7
C 2.225 -3.117 -0.667 0.9 -0.6 0.1
C 0.513 2.931 -1.443 0.3 0.9 -2.4
C -0.695 2.604 -2.086 -0.4 3.4 -1.6
C -1.915 3.027 0.005 0.1 2.0 1.9
C -5.341 -0.896 0.289 -0.5 -0.1 0.0
H 3.707 -0.432 -0.782 0.3 -0.2 0.3
H 1.487 3.473 0.396 -0.6 0.1 0.0
H 3.486 0.172 -4.816 -0.1 0.1 0.0
H 1.395 -3.810 -0.461 0.2 0.1 0.0
H 1.669 -3.293 2.322 0.3 0.1 0.0
H -5.826 -0.561 1.208 0.0 0.0 0.0
H 2.112 -2.732 -1.690 0.2 0.0 0.2
H 5.809 -3.212 1.601 -0.2 0.2 0.0
H 2.455 -1.270 -4.925 -0.1 0.1 0.0
H 4.505 -5.074 0.863 -0.4 0.1 0.0
H -0.665 3.513 1.725 -0.1 0.2 -0.3
H -2.777 2.868 0.643 -0.2 0.3 -0.2
H 5.001 -1.777 2.339 0.1 -0.2 -0.2
H 5.577 -3.610 -0.801 -0.4 0.2 0.0
H -2.782 2.190 -1.821 -0.3 0.4 0.0
H -0.674 2.165 -3.083 -0.1 0.3 0.0
H 3.630 2.131 4.218 -0.1 0.1 0.0
H 1.811 0.322 -5.398 0.0 0.0 0.0
H -5.262 -1.985 0.299 0.0 0.0 0.0
H 2.233 1.384 5.028 0.0 0.1 0.0
H 4.555 -2.510 -1.780 0.1 -0.1 0.4
H 1.485 2.812 -1.934 -0.6 0.1 0.0
H 3.927 -0.160 0.962 -0.2 -0.2 0.0
H 2.168 3.091 4.527 0.0 0.0 0.0
H 2.617 -1.916 2.901 0.0 0.0 -0.3
H -5.956 -0.588 -0.560 0.0 0.0 0.0
H 2.705 -5.033 1.025 0.4 0.0 0.0
```
Forces are in eV/Å.

Calculated values
Total charge: +4
LUMO level (spin up / spin down) (eV): -16.7 / -16.7
Highest occupied orbital energy (spin up / spin down) (eV): -19.148 / -19.092
Orbital gap (spin up / spin down) (hartree): 0.0888 / 0.0881
M (g mol⁻¹): 554.57

Löwdin population analysis, charges in e, atoms 1 to 5: 1.01 1.08 0.14 0.18 0.00

=====

Record 4
DFT (the ωB97M-V functional and the def2-TZVPD basis) results for a molecular structure, C20H27N2O3PSW in a non-equilibrium geometry.

```
55
Properties=species:S:1:pos:R:3:forces:R:3
W 0.059 0.571 -0.416 4.4 -2.0 4.5
S 1.721 -0.119 2.435 1.5 -0.1 0.4
P -1.514 1.528 0.986 -3.4 -1.1 2.4
O 1.418 1.231 2.833 -0.5 -0.5 -0.5
O 1.120 -1.224 3.123 -0.4 0.5 -0.8
O 2.670 -1.572 -0.894 -0.1 1.4 1.5
N -1.014 0.378 -3.410 0.1 0.4 0.3
N 1.605 -0.272 0.711 -1.9 0.7 -0.1
C 4.349 0.187 3.313 0.0 -0.3 -0.3
C -2.263 0.119 2.001 0.6 0.2 -0.3
C 3.460 -0.296 2.354 0.5 0.4 0.3
C -0.331 1.291 -4.274 0.5 0.0 -1.4
C -3.020 2.161 0.142 0.4 0.2 -0.5
C -2.459 0.326 -3.418 -0.7 -1.0 -0.6
C -2.158 -3.149 -0.817 0.1 -0.1 -0.2
C 6.132 -0.299 1.733 -0.1 0.1 0.3
C -0.410 -1.830 -2.126 0.0 -0.3 -0.6
C 2.717 -0.964 0.179 0.2 -0.7 -1.0
C -2.227 -1.093 1.109 -0.2 -0.4 0.5
C 5.712 0.199 2.984 -0.3 -0.2 -0.4
C 3.856 -0.765 1.107 0.6 0.2 0.2
C -3.080 -3.178 0.234 0.3 0.3 0.5
C -1.284 -2.081 -0.920 -0.1 0.1 0.4
C -3.118 -2.175 1.217 0.5 0.0 -0.7
C 5.217 -0.786 0.799 -0.2 -0.3 -0.3
C -0.358 -0.286 -2.338 0.0 -0.4 -0.4
C -1.249 -1.117 0.103 -1.0 1.6 -0.9
C -1.225 2.679 2.311 0.7 0.6 -0.4
H -2.159 2.868 2.847 0.2 0.0 -0.1
H 0.675 0.893 -4.491 -0.3 0.2 0.1
H -1.189 0.154 -1.518 -0.8 -1.1 -0.9
H -0.209 2.339 -3.905 -0.4 -0.7 0.2
H -3.263 0.414 2.365 0.4 -0.2 -0.2
H 0.468 2.013 0.366 -0.4 0.3 -0.3
H -1.603 0.008 2.882 -0.2 -0.1 -0.3
H -3.833 -2.231 2.034 0.0 0.1 -0.2
H -3.538 1.369 -0.429 0.3 0.2 0.3
H 5.510 -1.161 -0.184 0.1 0.2 0.4
H 6.443 0.622 3.677 -0.3 -0.2 -0.2
H 3.973 0.566 4.261 0.2 0.0 -0.2
H -0.760 -2.353 -3.040 0.1 0.3 0.5
H -2.790 -0.633 -2.983 0.2 0.3 -0.1
H -0.854 3.580 1.816 0.0 0.3 0.5
H -2.646 2.927 -0.553 -0.5 0.0 0.1
H 7.191 -0.273 1.483 -0.3 0.0 0.0
H -2.130 -3.931 -1.581 -0.2 0.2 0.3
H -2.990 1.131 -2.855 0.8 -0.1 -0.3
H -3.722 2.601 0.872 0.4 -0.2 -0.3
H -3.786 -3.986 0.275 -0.2 -0.2 0.1
H -0.449 2.267 2.966 -0.2 0.3 -0.1
H -0.925 1.297 -5.206 0.4 0.3 0.3
H -2.741 0.349 -4.478 -0.3 0.2 0.4
H 0.625 -2.165 -1.909 -0.3 0.3 -0.3
H -0.334 1.739 -1.594 0.1 1.2 0.3
H 0.707 0.131 -2.182 -0.5 -0.7 -1.6
```
Forces are in eV/Å.

Calculated values
<S²>: 2.02
Total charge: +2
LUMO level (spin up / spin down) (eV): -8.1 / -10.4
Highest occupied orbital energy (spin up / spin down) (eV): -14.751 / -14.759
Orbital gap (spin up / spin down) (hartree): 0.2455 / 0.1607
Spin multiplicity: 3
M (g mol⁻¹): 590.33
ΔE to the lowest compared entry with this formula, charge and spin (kJ/mol): 53.6

Löwdin population analysis, charges in e, atoms 1 to 5: 1.14 0.68 0.73 -0.30 -0.24

=====

Q: What is the formula in the second record?
A: C20H27Br2F12N2O20S4Zr

=====

Q: Which value of total charge does entry 1 give?
A: 0

=====

Q: Which value of total charge does entry 4 give?
A: +2

=====

Q: total charge of number 3 (C20H27CeN6O2P)?
A: +4